No. 1
{"formula": "C20H49FN2O3P", "method": "ωB97M-V/def2-TZVPD", "species": ["N", "P", "O", "O", "N", "C", "C", "O", "F", "H", "H", "H", "H", "H", "H", "H", "C", "C", "C", "C", "C", "C", "H", "H", "H", "H", "H", "H", "H", "H", "H", "H", "H", "H", "H", "H", "C", "C", "C", "C", "C", "C", "H", "H", "H", "H", "H", "H", "H", "H", "H", "H", "H", "H", "H", "H", "C", "C", "C", "C", "C", "C", "H", "H", "H", "H", "H", "H", "H", "H", "H", "H", "H", "H", "H", "H"], "coordinates": [[0.323, 3.857, 4.918], [0.503, 3.216, 3.549], [-0.062, 1.779, 3.273], [1.939, 3.141, 2.958], [-0.305, 4.239, 2.256], [-0.331, 5.711, 2.559], [1.079, 6.268, 2.627], [1.944, 5.933, 3.349], [1.220, 7.209, 1.692], [-0.163, 3.263, 5.579], [-1.022, 1.705, 3.387], [2.538, 3.618, 3.563], [-1.268, 3.899, 2.180], [0.109, 4.111, 1.328], [-0.859, 6.211, 1.757], [-0.865, 5.875, 3.487], [1.541, 0.567, 0.200], [0.188, -0.088, -0.071], [-0.239, -1.091, 1.000], [0.701, -2.286, 1.161], [0.928, -3.087, -0.118], [-0.341, -3.721, -0.682], [2.354, -0.158, 0.218], [1.777, 1.299, -0.575], [1.533, 1.079, 1.166], [0.209, -0.571, -1.051], [-0.578, 0.692, -0.139], [-1.247, -1.448, 0.768], [-0.313, -0.576, 1.964], [0.295, -2.947, 1.932], [1.667, -1.941, 1.541], [1.654, -3.875, 0.094], [1.389, -2.452, -0.881], [-0.800, -4.388, 0.049], [-0.119, -4.306, -1.574], [-1.081, -2.970, -0.963], [-3.361, 1.740, -0.352], [-3.518, 2.075, 1.128], [-4.020, 0.910, 1.979], [-5.412, 0.408, 1.599], [-6.511, 1.469, 1.648], [-6.720, 2.071, 3.035], [-4.320, 1.482, -0.796], [-2.960, 2.585, -0.913], [-2.686, 0.894, -0.491], [-4.176, 2.941, 1.241], [-2.532, 2.380, 1.525], [-4.017, 1.206, 3.033], [-3.312, 0.078, 1.894], [-5.675, -0.409, 2.276], [-5.381, -0.031, 0.599], [-7.443, 1.010, 1.315], [-6.298, 2.267, 0.930], [-6.967, 1.295, 3.762], [-7.536, 2.792, 3.028], [-5.829, 2.592, 3.392], [4.112, -4.144, -6.427], [4.989, -4.269, -5.185], [4.200, -4.541, -3.905], [3.206, -3.445, -3.522], [3.812, -2.056, -3.334], [4.841, -1.989, -2.208], [3.420, -3.304, -6.352], [4.719, -3.987, -7.319], [3.523, -5.050, -6.580], [5.591, -3.364, -5.069], [5.699, -5.086, -5.331], [4.902, -4.702, -3.082], [3.651, -5.480, -4.019], [2.710, -3.738, -2.590], [2.417, -3.388, -4.277], [3.002, -1.352, -3.116], [4.266, -1.714, -4.267], [4.398, -2.301, -1.259], [5.222, -0.974, -2.084], [5.696, -2.636, -2.405]], "e_homo_ev": -12.3, "total_charge": 1, "max_force_ev_per_a": 1.79, "orbital_gap_ev": 8.6}

---

No. 2
{"formula": "C48H39F10N6O5SW", "method": "ωB97M-V/def2-TZVPD", "species": ["W", "C", "N", "C", "C", "N", "C", "C", "F", "C", "F", "C", "F", "C", "F", "C", "F", "C", "C", "N", "C", "C", "F", "C", "F", "C", "F", "C", "F", "C", "F", "H", "H", "H", "H", "H", "H", "H", "H", "H", "H", "H", "O", "C", "O", "C", "C", "C", "C", "C", "C", "N", "C", "C", "C", "C", "C", "C", "N", "H", "H", "H", "H", "H", "H", "H", "H", "H", "H", "O", "C", "C", "C", "C", "O", "N", "H", "H", "H", "H", "O", "S", "C", "C", "C", "C", "C", "C", "C", "C", "C", "C", "C", "C", "C", "C", "H", "H", "H", "H", "H", "H", "H", "H", "H", "H", "H", "H", "H", "H"], "coordinates": [[-0.415, 0.440, 0.444], [-4.980, 0.536, 2.580], [-3.872, 1.048, 1.788], [-3.669, 0.283, 0.553], [-2.398, -0.541, 0.568], [0.011, -1.324, 0.554], [0.947, -2.222, 0.044], [0.748, -3.484, -0.903], [-0.421, -3.369, -1.611], [0.837, -4.847, -0.312], [0.270, -5.843, -0.998], [1.524, -5.042, 0.799], [1.716, -6.235, 1.337], [2.117, -3.897, 1.498], [2.888, -4.192, 2.536], [1.901, -2.639, 1.134], [2.451, -1.665, 1.879], [-3.944, 2.476, 1.561], [-1.773, 3.258, 2.635], [-0.505, 0.952, 2.688], [0.131, 0.282, 3.795], [0.496, -0.981, 3.977], [0.110, -2.004, 3.224], [1.429, -1.314, 5.048], [1.752, -2.595, 5.185], [1.951, -0.366, 5.821], [2.779, -0.664, 6.814], [1.599, 1.063, 5.676], [1.587, 1.709, 6.872], [0.517, 1.380, 4.694], [-0.284, 3.612, 4.812], [-5.952, 0.628, 2.072], [-5.041, 1.075, 3.527], [-4.814, -0.519, 2.803], [-3.665, 0.966, -0.303], [-4.531, -0.382, 0.404], [-2.380, -1.199, -0.302], [-2.392, -1.189, 1.445], [-4.364, 2.958, 2.444], [-4.598, 2.733, 0.712], [-2.023, 4.438, 4.171], [-0.843, 3.781, 2.385], [3.124, -5.505, -2.466], [3.950, -4.560, -1.969], [5.127, -4.775, -1.892], [3.347, -3.258, -1.564], [4.229, -2.286, -1.073], [3.883, -1.010, -0.692], [2.485, -0.584, -0.774], [1.558, -1.560, -1.293], [1.917, -2.927, -1.828], [1.896, 0.359, -0.095], [2.614, 1.020, 0.897], [1.926, 1.400, 2.059], [2.591, 1.643, 3.232], [1.893, 1.961, 4.489], [-0.688, 2.276, 4.730], [-1.403, 1.964, 3.379], [0.522, 1.478, 1.837], [2.196, -5.246, -2.437], [5.266, -2.589, -0.985], [4.651, -0.353, -0.313], [0.691, -1.142, -1.790], [1.657, -3.095, -2.878], [3.691, 1.074, 0.868], [3.674, 1.602, 3.214], [1.989, 2.978, 4.856], [-1.341, 2.098, 5.581], [-2.320, 1.412, 3.566], [-2.581, 4.041, 3.493], [-2.555, 3.061, 1.325], [-2.568, 4.403, 0.556], [-1.219, 4.434, -0.183], [-0.840, 2.987, -0.147], [0.203, 2.420, -0.603], [-1.682, 2.224, 0.500], [-2.713, 5.242, 1.233], [-3.392, 4.396, -0.158], [-0.453, 5.031, 0.318], [-1.280, 4.789, -1.212], [-0.965, 0.338, -1.653], [-1.085, 1.321, -2.822], [0.149, 0.804, -4.007], [1.570, 1.080, -3.594], [1.944, 2.263, -2.966], [3.275, 2.491, -2.648], [4.242, 1.547, -2.970], [3.874, 0.368, -3.604], [2.540, 0.133, -3.905], [-2.581, 0.761, -3.695], [-2.594, -0.660, -4.170], [-2.271, -0.963, -5.491], [-2.268, -2.280, -5.928], [-2.590, -3.304, -5.046], [-2.923, -3.007, -3.732], [-2.928, -1.690, -3.297], [-0.132, 1.376, -4.900], [-0.018, -0.255, -4.207], [1.196, 3.005, -2.706], [3.557, 3.413, -2.155], [5.282, 1.732, -2.732], [4.624, -0.369, -3.865], [2.254, -0.786, -4.408], [-2.690, 1.477, -4.514], [-3.362, 0.959, -2.959], [-2.038, -0.165, -6.189], [-2.026, -2.505, -6.959], [-2.594, -4.332, -5.389], [-3.185, -3.802, -3.044], [-3.199, -1.456, -2.275]], "e_homo_ev": [-9.8, -10.8], "s2": 2.0620, "total_charge": 1, "multiplicity": 3, "max_force_ev_per_a": 1.21, "e_above_lowest_kj_mol": 709.76, "orbital_gap_ev": [6.7, 6.1]}

---

No. 3
{"formula": "C4H4O2", "method": "ωB97M-V/def2-TZVPD", "species": ["C", "C", "C", "C", "O", "O", "H", "H", "H", "H"], "coordinates": [[-0.623, -0.585, 0.266], [-1.490, 0.444, -0.231], [0.717, -0.732, 0.286], [1.544, 0.370, -0.227], [-1.461, 1.598, 0.188], [2.729, 0.355, -0.020], [-1.244, -1.420, 0.630], [-2.207, 0.368, -1.012], [1.216, -1.557, 0.772], [0.820, 1.161, -0.652]], "e_homo_ev": [-7.0, -9.9], "s2": 2.0287, "multiplicity": 3, "max_force_ev_per_a": 6.37, "e_above_lowest_kj_mol": 146.27, "orbital_gap_ev": [7.7, 6.7]}

---

No. 4
{"formula": "C38H52N3O2P2Re", "method": "ωB97M-V/def2-TZVPD", "species": ["Re", "C", "C", "C", "P", "C", "C", "C", "C", "C", "C", "C", "C", "C", "C", "N", "C", "C", "C", "C", "C", "C", "C", "P", "C", "C", "C", "C", "C", "C", "H", "H", "H", "H", "H", "H", "H", "H", "H", "H", "H", "H", "H", "H", "H", "H", "H", "H", "H", "H", "H", "H", "H", "H", "H", "H", "H", "H", "H", "H", "H", "H", "H", "H", "H", "H", "H", "H", "H", "H", "O", "C", "C", "C", "C", "N", "C", "C", "C", "C", "C", "C", "O", "C", "C", "N", "H", "H", "H", "H", "H", "H", "H", "H", "H", "H", "H", "H"], "coordinates": [[0.082, -0.191, -0.247], [-3.458, -3.720, -0.592], [-2.880, -2.309, -0.672], [-3.899, -1.259, -0.245], [-1.311, -2.106, 0.318], [-0.385, -3.711, 0.299], [0.757, -3.666, 1.310], [0.126, -3.966, -1.116], [-1.557, -1.783, 2.079], [-2.481, -2.449, 2.864], [-2.448, -2.354, 4.259], [-3.469, -3.000, 5.114], [-1.371, -1.665, 4.834], [-0.458, -0.982, 4.072], [-0.582, -0.925, 2.665], [0.199, -0.167, 1.845], [1.032, 0.805, 2.368], [0.709, 1.579, 3.495], [1.641, 2.421, 4.056], [2.937, 2.512, 3.537], [3.959, 3.366, 4.188], [3.223, 1.832, 2.349], [2.277, 1.037, 1.727], [2.475, 0.266, 0.084], [3.980, -0.840, 0.151], [3.798, -2.001, -0.825], [5.309, -0.127, -0.079], [2.628, 1.722, -1.100], [3.050, 1.252, -2.492], [3.485, 2.892, -0.629], [-4.382, -3.748, -1.168], [-3.702, -4.000, 0.430], [-2.791, -4.468, -1.011], [-2.570, -2.109, -1.707], [-4.284, -1.473, 0.748], [-4.737, -1.263, -0.938], [-3.465, -0.262, -0.243], [-1.096, -4.491, 0.593], [1.376, -2.778, 1.154], [1.381, -4.549, 1.193], [0.385, -3.654, 2.331], [0.787, -3.151, -1.411], [-0.686, -4.038, -1.837], [0.685, -4.899, -1.147], [-3.238, -3.064, 2.403], [-4.293, -3.400, 4.531], [-3.856, -2.281, 5.835], [-3.029, -3.810, 5.698], [-1.259, -1.672, 5.907], [0.385, -0.515, 4.557], [-0.291, 1.526, 3.903], [1.373, 3.014, 4.917], [3.757, 3.464, 5.251], [3.931, 4.368, 3.755], [4.964, 2.977, 4.037], [4.204, 1.941, 1.916], [3.957, -1.229, 1.178], [3.911, -1.668, -1.853], [2.818, -2.462, -0.701], [4.557, -2.758, -0.638], [5.394, 0.255, -1.093], [6.114, -0.849, 0.056], [5.477, 0.684, 0.624], [1.587, 2.096, -1.160], [4.124, 1.090, -2.537], [2.810, 2.020, -3.224], [2.552, 0.328, -2.787], [4.533, 2.617, -0.555], [3.143, 3.288, 0.324], [3.411, 3.697, -1.359], [-1.746, 1.846, -6.624], [-1.047, 0.644, -6.492], [-0.777, 0.360, -5.050], [0.058, -0.680, -4.632], [0.288, -0.862, -3.285], [-0.244, -0.088, -2.329], [-1.086, 0.901, -2.719], [-1.365, 1.139, -4.054], [-1.675, 1.701, -1.637], [-2.402, 2.864, -1.842], [-2.940, 3.562, -0.761], [-3.764, 4.785, -1.016], [-4.319, 4.688, -2.296], [-2.703, 3.053, 0.518], [-1.973, 1.891, 0.651], [-1.467, 1.224, -0.389], [-1.863, 2.068, -7.555], [-0.092, 0.664, -7.044], [-1.625, -0.204, -6.904], [0.530, -1.331, -5.350], [0.935, -1.660, -2.945], [-2.041, 1.924, -4.345], [-2.580, 3.256, -2.829], [-3.109, 5.672, -0.930], [-4.533, 4.887, -0.236], [-4.829, 5.479, -2.514], [-3.108, 3.529, 1.395], [-1.825, 1.449, 1.627]], "e_homo_ev": [-15.8, -15.9], "s2": 0.7831, "total_charge": 3, "multiplicity": 2, "max_force_ev_per_a": 3.62, "orbital_gap_ev": [5.5, 5.6]}

---

No. 5
{"formula": "C5H12O2", "method": "ωB97M-V/def2-TZVPD", "species": ["C", "O", "C", "C", "C", "C", "O", "H", "H", "H", "H", "H", "H", "H", "H", "H", "H", "H", "H"], "coordinates": [[1.080, -0.133, 1.931], [0.513, -0.445, 0.668], [0.324, 0.873, -0.242], [1.760, -0.668, -0.519], [-0.772, 0.585, -1.241], [-2.172, 0.263, -0.723], [-2.233, -0.995, -0.076], [2.064, 0.334, 1.801], [1.177, -1.061, 2.502], [0.427, 0.569, 2.461], [-0.039, 1.611, 0.495], [1.207, -1.326, -1.181], [2.403, -1.234, 0.160], [2.323, 0.083, -1.058], [-0.476, -0.209, -1.943], [-0.820, 1.503, -1.845], [-2.506, 1.075, -0.054], [-2.884, 0.215, -1.556], [-1.467, -1.036, 0.512]], "e_homo_ev": -6.9, "max_force_ev_per_a": 0.51, "e_above_lowest_kj_mol": 653.67, "orbital_gap_ev": 7.6}